No. 1
The following is a quantum chemistry calculation of an isolated molecule of C4H4N2 at a distorted geometry, from the OMol25 dataset.

```
10
Properties=species:S:1:pos:R:3
C 2.20 -0.31 0.22
C 1.03 -0.05 0.23
C -0.42 0.27 0.30
N -1.33 -0.84 0.05
C -0.75 1.37 -0.63
N -1.04 2.22 -1.35
H 3.25 -0.53 0.18
H -0.62 0.64 1.32
H -1.28 -1.12 -0.93
H -1.04 -1.65 0.60
```

Results
Highest occupied orbital energy (eV): -10.469
Energy relative to the best compared isomer or geometry (same formula, charge and spin) (kcal/mol): 53.3
E_LUMO (Ha): 0.025
Electronic energy (eV): -7190.3756

Population analysis type Löwdin, resulting atomic charges in e: number 1, C, carries 0.129; number 2, C, carries -0.096; number 3, C, carries -0.412; number 4, N, carries 0.043; number 5, C, carries -0.177; number 6, N, carries 0.161; number 7, H, carries 0.033; number 8, H, carries 0.148; number 9, H, carries 0.085; number 10, H, carries 0.084

***

No. 2
The following is a quantum chemistry calculation of C18H31ErN2O8S2 as an isolated structure at a distorted geometry, from the OMol25 dataset.

```
62
Properties=species:S:1:pos:R:3
C 3.45 -0.27 2.22
C 3.41 0.16 0.73
C 3.48 1.69 0.48
O 2.98 2.56 1.53
C 1.61 2.81 1.44
O 1.18 3.49 0.60
C 0.73 2.10 2.53
S -1.05 2.10 2.12
C -1.55 0.35 1.86
C -3.13 0.32 1.90
C -3.78 -0.74 0.97
C -3.53 -2.24 1.38
C -2.79 -3.03 0.24
N -3.31 -4.43 0.15
N -0.91 -0.32 0.76
C -0.57 0.55 -0.35
C -1.72 1.27 -1.10
C -0.95 2.40 -1.89
C -1.04 2.22 -3.40
O -0.17 1.06 -3.70
C 1.07 1.43 -3.92
O 1.66 2.24 -3.32
C -1.08 -0.43 3.12
O -0.81 -1.58 3.16
O -0.96 0.25 4.27
O 2.26 -0.46 0.04
C 2.58 -0.71 -1.28
O 2.29 0.09 -2.14
C 3.35 -1.98 -1.69
S 2.36 -3.52 -1.48
H 3.70 0.55 2.92
H 2.46 -0.68 2.53
H 4.18 -1.09 2.39
H 4.31 -0.29 0.26
H 4.55 1.94 0.34
H 2.92 1.92 -0.46
H 0.85 2.62 3.50
H 1.07 1.06 2.67
H -3.49 1.32 1.59
H -3.48 0.18 2.94
H -4.88 -0.58 1.05
H -3.53 -0.63 -0.10
H -4.52 -2.73 1.44
H -3.05 -2.38 2.36
H -3.02 -2.58 -0.76
H -1.69 -3.00 0.34
H -2.64 -5.02 0.65
H -3.24 -4.68 -0.84
H -0.04 -0.76 1.04
H 0.25 1.26 -0.10
H -0.14 -0.12 -1.13
H -2.18 0.57 -1.83
H -2.46 1.79 -0.47
H -1.41 3.38 -1.63
H 0.11 2.47 -1.60
H -2.08 2.07 -3.73
H -0.70 3.15 -3.91
H 1.63 0.86 -4.74
H 3.55 -1.90 -2.78
H 4.33 -2.09 -1.19
H 1.21 -3.25 -2.17
Er 2.40 -0.76 -3.75
```

Results
Highest occupied orbital energy (spin up / spin down) (eV): -13.181 / -13.179
E_LUMO (spin up / spin down) (Ha): -0.326 / -0.323
2S+1: 4
Charge: +2
Electronic energy (eV): -87794.2369

Population analysis type Löwdin, resulting atomic charges in e: number 1, C, carries 0.015; number 2, C, carries -0.242; number 3, C, carries -0.084; number 4, O, carries -0.010; number 5, C, carries -0.502; number 6, O, carries 0.166; number 7, C, carries -0.300; number 8, S, carries 1.067; number 9, C, carries -0.607; number 10, C, carries -0.154; number 11, C, carries -0.176; number 12, C, carries -0.166; number 13, C, carries -0.288; number 14, N, carries -0.015; number 15, N, carries 0.002; number 16, C, carries -0.254; number 17, C, carries -0.123; number 18, C, carries -0.154; number 19, C, carries -0.093; number 20, O, carries -0.001; number 21, C, carries -0.514; number 22, O, carries 0.170; number 23, C, carries -0.595; number 24, O, carries 0.161; number 25, O, carries 0.184; number 26, O, carries 0.025; number 27, C, carries -0.431; number 28, O, carries -0.058; number 29, C, carries -0.436; number 30, S, carries 0.889; number 31, H, carries 0.109; number 32, H, carries 0.094; number 33, H, carries 0.101; number 34, H, carries 0.145; number 35, H, carries 0.157; number 36, H, carries 0.131; number 37, H, carries 0.114; number 38, H, carries 0.070; number 39, H, carries 0.100; number 40, H, carries 0.138; number 41, H, carries 0.122; number 42, H, carries 0.083; number 43, H, carries 0.111; number 44, H, carries 0.103; number 45, H, carries 0.099; number 46, H, carries 0.085; number 47, H, carries 0.062; number 48, H, carries 0.054; number 49, H, carries 0.103; number 50, H, carries 0.077; number 51, H, carries 0.108; number 52, H, carries 0.120; number 53, H, carries 0.105; number 54, H, carries 0.146; number 55, H, carries 0.092; number 56, H, carries 0.150; number 57, H, carries 0.152; number 58, H, carries 0.110; number 59, H, carries 0.000; number 60, H, carries 0.139; number 61, H, carries -0.101; number 62, Er, carries 1.445

***

No. 3
The following is a quantum chemistry calculation of an isolated molecule of C5H11NO at a distorted geometry, from the OMol25 dataset.

```
18
Properties=species:S:1:pos:R:3
C -1.18 1.31 -0.82
C -0.41 0.58 0.28
C 0.45 1.66 1.01
O 0.50 2.85 0.81
N 0.58 -0.42 -0.14
C 0.02 -1.34 -1.21
C 0.88 -1.26 1.02
H -0.67 1.26 -1.78
H -2.16 0.83 -0.82
H -1.32 2.36 -0.57
H -1.09 0.16 1.05
H 1.27 1.20 1.58
H -0.27 -2.26 -0.72
H 0.93 -1.49 -1.81
H -0.66 -0.88 -1.92
H 1.62 -2.07 0.83
H 1.43 -0.66 1.73
H 0.08 -1.84 1.47
```

Results
Highest occupied orbital energy (eV): -9.033
Energy relative to the best compared isomer or geometry (same formula, charge and spin) (kcal/mol): 55.1
E_LUMO (Ha): 0.036
Electronic energy (eV): -8899.3065

Population analysis type Löwdin, resulting atomic charges in e: number 1, C, carries -0.052; number 2, C, carries -0.356; number 3, C, carries -0.204; number 4, O, carries 0.062; number 5, N, carries -0.210; number 6, C, carries -0.058; number 7, C, carries -0.129; number 8, H, carries 0.085; number 9, H, carries 0.080; number 10, H, carries 0.070; number 11, H, carries 0.143; number 12, H, carries 0.102; number 13, H, carries 0.072; number 14, H, carries 0.088; number 15, H, carries 0.067; number 16, H, carries 0.095; number 17, H, carries 0.060; number 18, H, carries 0.086